# C33H43CdN5P2

A structure of composition C33H43CdN5P2 in a non-equilibrium geometry (wB97M-V/def2-TZVPD, OMol25).

Structure (XYZ):
```
84
Properties=species:S:1:pos:R:3
Cd -0.02 -1.75 -0.13
C 0.29 4.32 3.93
C -0.43 3.36 3.33
C -0.68 3.11 1.87
C 0.45 2.34 1.17
C 1.71 3.12 0.99
C 1.93 4.43 1.17
C 1.06 5.49 1.77
C 0.97 5.50 3.32
C 0.20 -3.14 1.47
H 0.36 4.30 5.02
H -0.93 2.62 3.97
H -0.90 4.03 1.31
H -1.59 2.49 1.81
H 0.65 1.40 1.72
H 0.08 2.03 0.18
H 2.53 2.51 0.58
H 2.89 4.83 0.79
H 0.05 5.52 1.36
H 1.52 6.45 1.49
H 1.99 5.60 3.74
H 0.43 6.42 3.61
H -0.77 -3.59 1.70
H 0.56 -2.61 2.37
H 0.91 -3.93 1.19
P 1.53 -1.40 -1.97
P -1.82 -1.35 -1.85
N 2.79 -0.21 -2.08
N 2.46 -2.76 -2.65
N -1.94 0.41 -2.03
N -3.45 -1.61 -2.52
C 0.53 -0.98 -3.44
C -0.86 -1.64 -3.40
C 3.70 0.05 -1.04
C 4.68 0.92 -1.52
C 4.36 1.21 -2.88
C 3.21 0.50 -3.21
C 2.20 -4.11 -2.37
C 2.96 -4.90 -3.23
C 3.68 -4.02 -4.10
C 3.34 -2.72 -3.75
C -2.12 1.26 -0.94
C -2.06 2.57 -1.39
C -1.82 2.53 -2.80
C -1.77 1.20 -3.17
C -3.93 -1.09 -3.73
C -5.17 -1.64 -4.00
C -5.47 -2.55 -2.93
C -4.40 -2.51 -2.04
H 1.07 -1.30 -4.35
H 0.44 0.12 -3.49
H -1.44 -1.35 -4.29
H -0.75 -2.74 -3.42
H 3.54 -0.40 -0.07
H 5.53 1.29 -0.96
H 4.91 1.86 -3.56
H 2.65 0.45 -4.13
H 1.52 -4.37 -1.57
H 2.99 -5.98 -3.25
H 4.37 -4.30 -4.88
H 3.65 -1.77 -4.16
H -2.27 0.84 0.05
H -2.16 3.46 -0.78
H -1.68 3.37 -3.47
H -1.60 0.75 -4.13
H -3.33 -0.39 -4.31
H -5.77 -1.42 -4.87
H -6.36 -3.16 -2.85
H -4.22 -3.04 -1.11
C -2.67 -3.45 4.35
C -1.76 -2.39 4.81
C -1.61 -1.92 6.16
C -0.64 -0.90 6.10
C -0.23 -0.81 4.72
C 0.79 0.08 4.17
N -0.94 -1.71 3.97
H -2.96 -3.27 3.31
H -3.57 -3.49 4.97
H -2.19 -4.44 4.39
H -2.16 -2.30 7.01
H -0.23 -0.27 6.88
H 0.89 -0.06 3.09
H 0.54 1.14 4.37
H 1.78 -0.12 4.63
```

Total energy in eV: -65505.4052
Total charge: 0
E_HOMO (spin up / spin down) in Ha: -0.304 / -0.200
Frontier orbital gap (spin up / spin down) in eV: 8.01 / 4.12
Relative energy (zero: lowest compared OMol25 entry of this formula, charge and spin) in eV: 1.751

These are the Löwdin partial charges, in e, on atoms 1 to 4: 0.92, -0.11, -0.11, -0.20

***

# C33H43ClFeN7S3

A structure of composition C33H43ClFeN7S3 (wB97M-V/def2-TZVPD, OMol25).

Structure (XYZ):
```
88
Properties=species:S:1:pos:R:3
Fe 0.42 0.99 -0.79
C 0.09 3.36 -0.72
C -0.57 3.00 -1.92
C -1.63 2.11 -1.59
C -1.63 1.92 -0.19
C -0.56 2.70 0.36
C -0.31 2.95 1.81
C -2.64 1.14 0.59
C -2.64 1.57 -2.54
C -0.25 3.47 -3.30
C 1.23 4.32 -0.59
H 0.74 3.16 2.01
H -0.62 2.10 2.43
H -0.90 3.82 2.15
H -2.97 0.26 0.05
H -3.52 1.76 0.80
H -2.22 0.81 1.54
H -2.79 0.50 -2.40
H -2.36 1.76 -3.58
H -3.61 2.05 -2.38
H -0.13 2.65 -4.00
H 0.67 4.05 -3.32
H -1.05 4.11 -3.69
H 1.92 4.00 0.20
H 0.87 5.32 -0.32
H 1.80 4.41 -1.51
N 3.72 0.61 4.48
C 3.85 1.15 3.23
C 2.73 1.29 2.38
N 2.83 1.82 1.19
C 4.05 2.26 0.82
C 5.13 2.14 1.65
N 5.05 1.58 2.86
H 2.92 0.02 4.65
H 4.57 0.35 4.95
H 1.76 0.93 2.70
H 4.14 2.71 -0.16
H 6.11 2.49 1.34
S -2.51 -4.74 3.23
C -1.67 -3.39 2.78
S -0.47 -3.39 1.52
C -0.29 -1.65 1.67
N -1.01 -1.14 2.60
N -1.77 -2.11 3.24
C -2.59 -1.68 4.31
C -2.62 -2.39 5.51
C -3.42 -1.93 6.55
C -4.17 -0.77 6.40
C -4.12 -0.07 5.21
C -3.34 -0.51 4.16
S 0.94 -0.88 0.72
H -2.04 -3.28 5.62
H -3.44 -2.49 7.47
H -4.79 -0.42 7.22
H -4.71 0.84 5.09
H -3.30 0.03 3.23
C -2.61 -3.45 -1.97
C -1.48 -2.64 -2.61
C -1.85 -2.29 -4.04
C -0.17 -3.44 -2.57
N -1.41 -1.39 -1.81
N -0.36 -0.52 -2.21
H -2.79 -4.37 -2.54
H -3.53 -2.87 -1.94
H -2.35 -3.74 -0.94
H -2.03 -3.20 -4.62
H -1.04 -1.74 -4.54
H -2.76 -1.68 -4.07
H -0.33 -4.44 -2.98
H 0.18 -3.55 -1.54
H 0.62 -2.97 -3.16
H -1.20 -1.64 -0.85
H -0.65 -0.03 -3.05
H 0.49 -1.03 -2.45
Cl 1.57 0.08 -4.92
C 2.58 -0.64 -3.68
C 3.20 -1.84 -4.00
C 3.99 -2.47 -3.05
C 4.17 -1.87 -1.81
C 3.55 -0.67 -1.52
C 2.74 0.00 -2.44
C 2.06 1.26 -2.08
H 3.04 -2.27 -4.97
H 4.47 -3.41 -3.29
H 4.78 -2.35 -1.06
H 3.69 -0.23 -0.53
H 1.76 1.81 -2.98
H 2.73 1.91 -1.51
```

Spin multiplicity: 6
Total energy in eV: -124765.0085
Expectation value of S²: 8.77
Total charge: 0
E_HOMO (spin up / spin down) in Ha: -0.264 / -0.286
Frontier orbital gap (spin up / spin down) in eV: 7.64 / 7.30

These are the Löwdin partial charges, in e, on atoms 1 to 4: 0.74, -0.26, -0.25, -0.26

***

# C33H43IrNOP2

A structure of composition C33H43IrNOP2 in a non-equilibrium geometry (wB97M-V/def2-TZVPD, OMol25).

Structure (XYZ):
```
81
Properties=species:S:1:pos:R:3
Ir 0.59 0.96 0.02
C 3.27 2.93 -0.91
P 2.58 1.26 -1.01
C 2.93 0.74 -2.70
C 3.74 0.27 -0.04
C 3.62 0.65 1.42
P 1.88 0.46 1.93
C 1.84 1.45 3.44
C 1.84 -1.25 2.52
H 4.30 2.92 -1.29
H 3.25 3.28 0.12
H 2.67 3.61 -1.51
H 4.02 0.65 -2.80
H 2.56 1.47 -3.41
H 2.47 -0.23 -2.91
H 4.75 0.39 -0.42
H 3.46 -0.78 -0.18
H 3.91 1.69 1.58
H 4.26 0.03 2.05
H 2.66 1.13 4.10
H 0.89 1.32 3.95
H 1.96 2.51 3.21
H 2.69 -1.42 3.17
H 1.87 -1.93 1.66
H 0.92 -1.46 3.06
C 0.49 5.23 1.01
C -0.51 5.67 0.16
C -1.25 4.74 -0.56
C -0.97 3.38 -0.43
C 0.08 2.92 0.36
C 0.80 3.87 1.08
C -1.74 2.36 -1.15
C -3.11 2.50 -1.46
C -3.76 1.48 -2.07
C -3.06 0.30 -2.41
C -3.69 -0.82 -3.00
C -2.97 -1.94 -3.30
C -1.57 -1.96 -3.07
C -0.95 -0.89 -2.50
C -1.69 0.24 -2.11
N -1.06 1.26 -1.44
H 1.05 5.94 1.61
H -0.72 6.72 0.06
H -2.02 5.07 -1.24
H 1.60 3.56 1.73
H -3.62 3.41 -1.18
H -4.82 1.56 -2.30
H -4.75 -0.77 -3.21
H -3.46 -2.80 -3.73
H -1.00 -2.84 -3.34
H 0.12 -0.87 -2.33
C 1.70 -3.04 -1.53
C 0.72 -3.96 -0.78
C 1.52 -4.85 0.18
C -0.46 -3.33 -0.05
C -1.51 -4.21 0.26
C -2.63 -3.81 0.95
C -2.74 -2.49 1.33
C -1.74 -1.57 1.05
C -1.93 -0.13 1.52
C -3.34 0.40 1.24
C -1.64 0.04 3.01
C -0.58 -1.99 0.34
O 0.40 -1.12 0.06
H 2.29 -3.65 -2.23
H 2.38 -2.55 -0.84
H 1.18 -2.28 -2.10
H 0.28 -4.62 -1.53
H 1.94 -4.25 0.99
H 2.35 -5.33 -0.35
H 0.90 -5.63 0.62
H -1.42 -5.24 -0.06
H -3.41 -4.52 1.19
H -3.63 -2.16 1.87
H -1.21 0.53 0.96
H -4.03 0.02 1.99
H -3.68 0.07 0.26
H -3.36 1.49 1.27
H -2.23 -0.68 3.59
H -1.88 1.05 3.34
H -0.59 -0.15 3.22
```

Total energy in eV: -59870.7709
Total charge: +1
E_HOMO in Ha: -0.359
Frontier orbital gap in eV: 6.24
Relative energy (zero: lowest compared OMol25 entry of this formula, charge and spin) in eV: 0.000

These are the Löwdin partial charges, in e, on atoms 1 to 4: 1.02, -0.21, 0.73, -0.20

***

# C33H44AsF5N3OSi3Ti

A structure of composition C33H44AsF5N3OSi3Ti (wB97M-V/def2-TZVPD, OMol25).

Structure (XYZ):
```
91
Properties=species:S:1:pos:R:3
Ti -0.62 -1.76 0.61
C 3.46 -2.65 2.24
C 2.02 -2.31 2.05
N 1.41 -2.28 0.92
N 2.04 -2.72 -0.23
C 1.11 -3.20 -1.02
O -0.16 -3.20 -0.72
C 1.53 -3.78 -2.32
C 0.55 -4.08 -3.26
C 0.92 -4.60 -4.49
C 2.26 -4.82 -4.78
C 3.23 -4.52 -3.84
C 2.87 -4.00 -2.61
C 1.10 -2.15 3.19
C 1.52 -2.24 4.51
C 0.56 -2.28 5.51
C -0.78 -2.21 5.17
C -1.11 -2.07 3.83
N -0.20 -2.04 2.85
H 3.91 -2.87 1.27
H 3.58 -3.52 2.89
H 3.99 -1.81 2.69
H -0.48 -3.89 -3.02
H 0.16 -4.83 -5.23
H 2.55 -5.23 -5.74
H 4.28 -4.69 -4.06
H 3.62 -3.75 -1.86
H 2.57 -2.31 4.74
H 0.86 -2.37 6.55
H -1.56 -2.25 5.91
H -2.14 -2.01 3.52
C -1.84 3.59 3.73
Si -1.49 1.75 3.55
C 0.03 1.36 4.56
C -2.99 0.82 4.21
As -1.07 1.01 1.35
Si 0.77 2.36 0.72
C 0.63 3.01 -1.02
C 0.94 3.89 1.79
C 2.29 1.31 0.95
Si -2.93 1.89 0.18
C -2.74 1.62 -1.65
C -3.16 3.71 0.54
C -4.45 0.97 0.76
H -2.83 3.74 4.17
H -1.81 4.13 2.79
H -1.11 4.05 4.40
H -0.16 1.57 5.61
H 0.87 1.98 4.24
H 0.33 0.33 4.47
H -2.90 0.69 5.29
H -3.12 -0.15 3.75
H -3.89 1.40 4.02
H 0.59 2.22 -1.76
H 1.51 3.63 -1.23
H -0.25 3.64 -1.14
H 0.14 4.60 1.61
H 1.88 4.38 1.52
H 0.98 3.69 2.86
H 2.24 0.42 0.32
H 2.37 0.98 1.99
H 3.19 1.88 0.70
H -1.87 2.12 -2.06
H -3.63 2.00 -2.15
H -2.64 0.55 -1.86
H -2.24 4.28 0.39
H -3.51 3.88 1.55
H -3.91 4.12 -0.15
H -4.39 -0.08 0.48
H -5.33 1.40 0.29
H -4.58 1.03 1.84
F -2.52 -3.59 1.25
C -2.63 -2.21 1.11
F -2.89 -2.01 -0.27
H -3.55 -1.92 1.64
F 2.78 1.11 -7.85
C 1.87 1.92 -7.27
F 2.46 3.14 -7.15
F 0.85 2.06 -8.14
C 1.42 1.39 -5.94
C 0.11 1.01 -5.72
C -0.27 0.51 -4.48
C 0.66 0.39 -3.45
C 1.99 0.77 -3.69
C 2.36 1.26 -4.92
C 0.27 -0.11 -2.16
C -0.06 -0.53 -1.07
H -0.62 1.10 -6.51
H -1.29 0.21 -4.30
H 2.71 0.66 -2.89
H 3.39 1.55 -5.10
```

Spin multiplicity: 2
Total energy in eV: -162630.7037
Expectation value of S²: 0.76
Total charge: 0
E_HOMO (spin up / spin down) in Ha: -0.269 / -0.293
Frontier orbital gap (spin up / spin down) in eV: 6.62 / 7.11

These are the Löwdin partial charges, in e, on atoms 1 to 4: 0.79, -0.01, -0.25, -0.05

***

# C33H44N4O6SSi2Ti

A structure of composition C33H44N4O6SSi2Ti in a non-equilibrium geometry (wB97M-V/def2-TZVPD, OMol25).

Structure (XYZ):
```
91
Properties=species:S:1:pos:R:3
Ti 0.85 -0.45 -0.40
O -0.83 2.53 0.71
C 0.20 1.89 0.76
O 0.27 0.59 1.05
C 1.57 2.54 0.59
C 2.60 1.72 1.39
C 3.93 2.46 1.52
C 4.54 2.27 0.11
C 3.41 1.54 -0.60
O 2.89 0.66 0.44
C 2.21 2.48 -0.85
C 1.42 1.92 -2.02
O 1.28 2.54 -3.04
O 1.00 0.65 -1.87
H 1.48 3.57 0.92
H 2.22 1.27 2.30
H 4.55 2.00 2.28
H 3.77 3.51 1.78
H 5.42 1.64 0.15
H 4.80 3.20 -0.39
H 3.71 0.94 -1.46
H 2.54 3.47 -1.17
C -1.78 -2.90 -1.52
Si -0.21 -2.82 -0.49
C -0.65 -3.65 1.13
C 0.96 -4.04 -1.34
C 0.55 -5.35 -1.63
C 1.38 -6.24 -2.28
C 2.66 -5.83 -2.67
C 3.07 -4.54 -2.39
C 2.24 -3.63 -1.72
Si 2.80 -1.86 -1.37
C 4.41 -2.01 -0.43
C 3.24 -1.20 -3.09
H -1.98 -3.94 -1.78
H -1.67 -2.33 -2.45
H -2.64 -2.49 -0.99
H -1.07 -4.63 0.88
H -1.39 -3.11 1.73
H 0.24 -3.78 1.75
H -0.44 -5.69 -1.33
H 1.05 -7.25 -2.49
H 3.31 -6.51 -3.19
H 4.07 -4.23 -2.70
H 5.06 -2.72 -0.95
H 4.25 -2.37 0.59
H 4.94 -1.05 -0.35
H 4.21 -1.61 -3.40
H 3.30 -0.11 -3.16
H 2.48 -1.53 -3.80
C -5.24 2.45 -0.71
N -4.20 1.57 -0.22
N -3.07 1.32 -0.97
C -2.40 0.25 -0.44
O -1.31 -0.13 -0.90
C -3.20 -0.21 0.65
C -4.29 0.61 0.73
C -5.46 0.54 1.65
C -2.57 2.24 -1.93
C -2.23 1.77 -3.19
C -1.71 2.65 -4.13
C -1.56 3.99 -3.81
C -1.91 4.45 -2.55
C -2.39 3.57 -1.59
H -5.32 2.37 -1.79
H -5.04 3.49 -0.44
H -6.18 2.14 -0.27
H -2.98 -1.06 1.28
H -5.30 -0.27 2.37
H -6.38 0.32 1.11
H -5.60 1.47 2.20
H -2.34 0.71 -3.41
H -1.41 2.28 -5.10
H -1.16 4.68 -4.55
H -1.76 5.50 -2.29
H -2.60 3.90 -0.58
S 1.66 -1.55 2.92
C 0.49 -0.66 3.73
N 0.81 0.16 4.75
C -0.09 1.13 5.36
C -1.53 0.66 5.23
C -1.78 0.28 3.78
N -0.82 -0.74 3.40
H 1.79 0.18 4.97
H 0.02 2.11 4.88
H 0.19 1.25 6.41
H -2.21 1.46 5.53
H -1.70 -0.20 5.87
H -1.71 1.15 3.12
H -2.78 -0.14 3.66
H -0.95 -1.20 2.50
```

Total energy in eV: -102890.0264
Total charge: 0
E_HOMO in Ha: -0.265
Frontier orbital gap in eV: 7.45
Relative energy (zero: lowest compared OMol25 entry of this formula, charge and spin) in eV: 0.964

These are the Löwdin partial charges, in e, on atoms 1 to 4: 0.84, 0.11, -0.51, -0.21